(1)
# C5H8CoFO4

C5H8CoFO4 as an isolated structure at a distorted geometry (wB97M-V/def2-TZVPD, OMol25).

```
! RIJCOSX wB97M-V def2-TZVPD def2/J DEFGRID3
* xyz 1 4
Co -2.61 0.35 -3.11
F -4.10 0.61 -3.92
O -0.50 -0.17 1.55
O -1.00 0.32 -2.36
O -1.39 -0.82 -0.49
O 0.67 -0.60 -1.22
C 0.79 -1.41 -0.03
C -0.57 -1.25 0.65
C 1.12 0.35 3.23
C -0.55 -0.16 -1.32
C -0.09 -0.49 2.89
H -1.05 -2.14 1.06
H 1.60 -1.01 0.58
H 1.40 0.16 4.28
H 1.97 0.09 2.59
H -0.92 -0.28 3.57
H 0.90 1.42 3.12
H 1.00 -2.44 -0.33
H 0.15 -1.56 2.94
*
```

Properties
Kohn-Sham gap (spin up / spin down) ... 9.987 / 8.116 eV
<S²> ... 3.7582
Molecular weight ... 210.05 u
Energy above the lowest of the compared OMol25 structures with the same formula, charge and spin ... 0.0 kcal/mol

These are the Löwdin partial charges, in e, on atoms 1 to 4:
1 Co 1.071
2 F -0.385
3 O -0.074
4 O 0.033

(2)
# C3H5BrI2O

C3H5BrI2O as an isolated structure at a distorted geometry (wB97M-V/def2-TZVPD, OMol25).

```
! RIJCOSX wB97M-V def2-TZVPD def2/J DEFGRID3
* xyz 0 1
I 1.25 0.49 3.32
I -0.84 -2.03 1.52
Br 0.47 2.81 0.89
O 1.77 -0.63 0.37
C -0.19 -0.34 -0.96
C 0.44 -0.51 0.39
C 0.12 1.09 1.59
H -1.22 -0.57 -0.80
H -1.00 0.95 1.94
H 2.04 -0.91 1.28
H 0.23 -1.20 -1.52
H -0.07 0.46 -1.65
*
```

Properties
Kohn-Sham gap ... 8.959 eV
Molecular weight ... 390.78 u
Energy above the lowest of the compared OMol25 structures with the same formula, charge and spin ... 34.2 kcal/mol

These are the Löwdin partial charges, in e, on atoms 1 to 4:
1 I 0.765
2 I 0.725
3 Br 0.601
4 O -0.102

(3)
# H21O10

H21O10 as an isolated structure at a distorted geometry (wB97M-V/def2-TZVPD, OMol25).

```
! RIJCOSX wB97M-V def2-TZVPD def2/J DEFGRID3
* xyz 1 1
O -2.06 1.42 -2.08
O -2.83 -0.53 2.70
O -1.77 1.61 1.10
O 2.45 1.90 -0.86
O 0.58 0.89 3.90
O 2.76 -1.12 -1.88
O -1.52 -0.53 -0.78
O 0.72 0.78 0.39
O 0.49 -3.43 0.40
O 0.32 -0.48 -2.31
H -2.83 -1.49 3.13
H -0.34 -0.30 -1.13
H 1.16 -0.83 -2.09
H 1.46 0.44 0.86
H -1.94 -0.06 -1.63
H -2.25 2.10 -1.36
H 3.00 2.41 -0.22
H 1.40 0.81 -0.38
H -2.08 1.94 -2.99
H -2.47 -0.74 1.89
H 2.14 2.55 -1.40
H -1.65 0.04 0.15
H 3.63 -1.22 -2.53
H -0.11 0.28 4.15
H 0.19 1.14 3.05
H -0.04 -1.05 -3.07
H -0.87 1.45 1.10
H 2.99 -1.60 -1.10
H 0.80 -3.87 1.26
H 0.81 -4.13 -0.24
H -2.16 1.65 1.97
*
```

Properties
Kohn-Sham gap ... 11.028 eV
Molecular weight ... 181.16 u
Energy above the lowest of the compared OMol25 structures with the same formula, charge and spin ... 84.5 kcal/mol

These are the Löwdin partial charges, in e, on atoms 1 to 4:
1 O -0.093
2 O -0.059
3 O -0.006
4 O 0.013

(4)
# C4H8FNO2

An isolated molecule of C4H8FNO2 at a distorted geometry (wB97M-V/def2-TZVPD, OMol25).

```
! RIJCOSX wB97M-V def2-TZVPD def2/J DEFGRID3
* xyz 0 1
F 0.65 -0.96 2.16
O -1.48 -0.06 3.49
O -2.19 1.01 1.65
N -0.08 0.23 0.20
C 0.12 0.21 1.64
C -1.32 0.39 2.42
C 1.10 0.61 -0.61
C -0.78 -1.05 -0.09
H 1.13 1.77 -0.65
H 2.12 0.20 -0.11
H 0.73 1.03 1.78
H -0.13 -1.84 -0.73
H -1.27 -1.58 0.70
H -1.51 -0.79 -0.87
H 0.87 0.09 -1.51
H -1.94 1.15 0.67
*
```

Properties
Kohn-Sham gap ... 10.243 eV
SMILES ... CN(C)[C@H](F)C(=O)O
Molecular weight ... 121.11 u
Energy above the lowest of the compared OMol25 structures with the same formula, charge and spin ... 37.1 kcal/mol

These are the Löwdin partial charges, in e, on atoms 1 to 4:
1 F 0.018
2 O 0.158
3 O 0.103
4 N -0.247

(5)
# C16H36N4O6

A 5-piece molecular cluster, C16H36N4O6 overall at a distorted geometry (wB97M-V/def2-TZVPD, OMol25).

```
! RIJCOSX wB97M-V def2-TZVPD def2/J DEFGRID3
* xyz 0 1
O 6.89 -1.86 -0.87
O -5.75 -1.71 -3.09
O -2.93 3.77 -2.81
O -2.11 0.00 0.50
O 0.79 1.80 3.40
O 7.41 -3.13 -2.71
N -6.00 -1.52 -0.88
N 0.03 -0.79 0.39
N -1.34 2.25 -3.39
N -0.48 2.29 5.21
C 0.71 2.36 4.53
C -2.61 2.64 -3.18
C 7.21 -2.98 -1.48
C -6.96 -2.60 -0.94
C 6.82 -0.57 -1.61
C 7.42 -4.15 -0.54
C -1.67 1.61 4.62
C -5.48 -1.10 -2.05
C -1.11 0.95 -4.04
C -5.62 -0.94 0.41
C 5.71 0.35 -1.09
C -0.27 3.21 -3.26
C 1.35 -0.90 0.99
C -0.71 2.90 6.57
C -0.35 -1.58 -0.82
C -0.93 -0.06 0.94
H -1.19 -1.21 -1.41
H 2.11 -0.65 0.24
H 0.05 3.66 6.78
H 4.72 -0.07 -0.94
H 1.39 -0.27 1.88
H -0.88 1.22 -5.08
H -2.05 0.80 5.24
H -5.64 -1.75 1.14
H -0.68 4.18 -2.96
H 1.61 -1.91 1.28
H -7.22 -3.05 -1.90
H 6.40 -4.55 -0.49
H 0.24 3.36 -4.21
H 5.74 1.39 -1.41
H 8.10 -4.88 -0.98
H -0.27 0.40 -3.61
H -6.64 -3.29 -0.17
H -4.80 -0.24 -1.95
H -6.13 -0.03 0.74
H -1.59 3.54 6.56
H 1.57 2.83 5.03
H 7.79 -0.09 -1.63
H -0.64 -2.58 -0.50
H -3.30 1.79 -3.26
H -7.98 -2.25 -0.74
H -1.45 1.08 3.69
H -4.59 -0.58 0.45
H 5.95 0.60 -0.05
H -1.96 0.31 -3.81
H 6.64 -0.84 -2.65
H 7.67 -3.74 0.44
H -0.95 2.27 7.42
H 0.50 -1.59 -1.51
H -0.58 0.66 1.70
H -2.43 2.38 4.46
H 0.48 2.82 -2.57
*
```

Properties
Kohn-Sham gap ... 9.246 eV
SMILES ... CCOC(C)=O.CN(C)C=O.CN(C)C=O.CN(C)C=O.CN(C)C=O
Molecular weight ... 380.49 u
Energy above the lowest of the compared OMol25 structures with the same formula, charge and spin ... 0.0 kcal/mol

These are the Löwdin partial charges, in e, on atoms 1 to 4:
1 O -0.004
2 O -0.027
3 O -0.010
4 O -0.062

(6)
# C3H9N2PS

An isolated molecule of C3H9N2PS at a distorted geometry (wB97M-V/def2-TZVPD, OMol25).

```
! RIJCOSX wB97M-V def2-TZVPD def2/J DEFGRID3
* xyz 0 1
S 0.96 3.27 -1.04
P 0.19 2.91 0.70
N 0.32 1.28 0.99
N 1.28 0.23 0.00
C 0.52 -0.72 -0.71
C -0.10 0.56 2.13
C -0.49 -0.16 -1.66
H -0.19 0.39 -2.48
H -1.13 0.04 2.22
H 0.54 -0.28 2.18
H -1.12 0.45 -1.07
H 1.73 0.89 -0.63
H -1.06 -0.91 -2.13
H -0.05 1.21 2.99
H -0.05 -1.47 0.03
H 1.19 -1.35 -1.24
*
```

Properties
Kohn-Sham gap ... 8.616 eV
SMILES ... CCNN(C)P=S
Molecular weight ... 136.16 u
Energy above the lowest of the compared OMol25 structures with the same formula, charge and spin ... 63.3 kcal/mol

These are the Löwdin partial charges, in e, on atoms 1 to 4:
1 S 0.065
2 P 0.410
3 N -0.466
4 N 0.009

(7)
# CH4O2S

An isolated molecule of CH4O2S at a distorted geometry (wB97M-V/def2-TZVPD, OMol25).

```
! RIJCOSX wB97M-V def2-TZVPD def2/J DEFGRID3
* xyz 0 1
S 0.87 -1.15 -1.78
O 0.73 -1.22 -0.19
O -0.52 -0.85 0.44
C -0.60 0.54 0.83
H 1.75 -0.06 -1.77
H -0.70 1.07 -0.07
H -1.60 0.64 1.09
H 0.07 1.03 1.45
*
```

Properties
Kohn-Sham gap ... 10.265 eV
SMILES ... COOS
Molecular weight ... 80.11 u
Energy above the lowest of the compared OMol25 structures with the same formula, charge and spin ... 104.7 kcal/mol

These are the Löwdin partial charges, in e, on atoms 1 to 4:
1 S 0.789
2 O -0.638
3 O -0.196
4 C -0.068

(8)
# C27H47Cl13FN4O4

A 7-piece molecular cluster, C27H47Cl13FN4O4 overall at a distorted geometry (wB97M-V/def2-TZVPD, OMol25).

```
! RIJCOSX wB97M-V def2-TZVPD def2/J DEFGRID3
* xyz 1 1
Cl 6.16 5.40 -0.66
Cl 5.30 -0.52 0.20
Cl 3.18 0.34 -3.99
Cl 11.69 1.52 1.42
Cl 0.24 0.22 -2.11
Cl 5.86 -1.59 -3.25
Cl -14.07 1.98 2.23
Cl 12.07 2.49 4.67
Cl -10.36 -3.08 0.89
Cl -7.06 -2.35 0.92
Cl 7.76 2.81 0.86
Cl -10.79 1.90 1.31
Cl 7.89 -2.66 0.79
F -1.31 2.31 -1.24
O -3.36 1.69 -1.82
O -1.12 -1.52 0.46
O -0.89 2.03 2.15
O -0.64 -3.51 1.41
N -2.10 4.27 3.02
N -4.35 -2.68 -0.88
N -1.97 -1.25 -1.80
N -2.36 0.83 0.11
C 2.75 -2.20 -1.41
C 0.64 -2.91 -0.50
C -11.72 0.61 2.11
C 7.78 -1.48 -0.54
C -3.15 -0.40 0.11
C 5.43 3.89 -0.07
C -2.98 1.87 0.95
C 5.71 -0.47 -4.63
C -2.25 -1.55 -0.33
C -3.03 -2.87 -0.28
C 2.67 -3.22 -2.36
C 11.80 3.54 3.26
C 1.74 -2.05 -0.48
C -2.30 1.89 2.32
C -9.13 -3.70 -0.24
C -7.80 -3.90 0.44
C 10.91 2.90 2.23
C -2.84 3.02 3.21
C -2.18 1.25 -1.23
C 6.09 3.38 1.17
C 7.04 -0.24 -0.12
C 4.90 0.74 -4.27
C -13.15 0.57 1.66
C -0.40 -2.73 0.54
C 0.55 -3.93 -1.45
C 1.57 -4.07 -2.38
C -1.51 0.15 -2.13
H -0.49 1.16 2.23
H 10.66 3.62 1.46
H -2.62 4.92 2.45
H -3.15 2.12 -2.66
H -7.90 -4.51 1.33
H 6.72 -0.17 -4.91
H -4.03 -0.31 -0.54
H -13.23 0.53 0.58
H -2.85 -1.43 -2.29
H 8.80 -1.21 -0.82
H -7.11 -4.40 -0.24
H -9.05 -2.99 -1.06
H -4.65 -3.57 -1.25
H -4.04 1.67 1.11
H -1.93 4.71 3.92
H -2.69 2.70 4.24
H -2.46 0.92 2.82
H 5.27 -1.02 -5.46
H -13.64 -0.32 2.07
H 5.54 2.53 1.56
H -3.48 -0.62 1.12
H 5.28 1.22 -3.37
H 1.81 -1.26 0.25
H -11.23 -0.33 1.86
H 4.93 1.46 -5.09
H 9.98 2.54 2.68
H 7.31 -1.97 -1.39
H 7.46 0.18 0.79
H 1.54 -4.87 -3.11
H 12.77 3.80 2.84
H 7.10 0.51 -0.90
H -9.50 -4.64 -0.63
H -3.07 -3.16 0.77
H 5.48 3.16 -0.88
H 3.60 -1.53 -1.37
H 3.48 -3.34 -3.06
H -1.27 -1.91 -2.17
H -0.29 -4.61 -1.45
H -2.87 2.86 0.51
H 11.33 4.45 3.63
H -2.52 -3.67 -0.82
H -11.64 0.76 3.18
H -3.91 3.14 3.05
H 6.15 4.14 1.94
H -5.03 -2.46 -0.15
H 4.38 4.10 0.14
H -1.81 0.34 -3.16
*
```

Properties
Kohn-Sham gap ... 8.616 eV
Molecular weight ... 971.58 u

These are the Löwdin partial charges, in e, on atoms 1 to 4:
1 Cl 0.552
2 Cl 0.568
3 Cl 0.546
4 Cl 0.532

(9)
# C3H5NS3

An isolated molecule of C3H5NS3 at a distorted geometry (wB97M-V/def2-TZVPD, OMol25).

```
! RIJCOSX wB97M-V def2-TZVPD def2/J DEFGRID3
* xyz 0 1
S -1.39 -1.24 0.44
S -0.52 1.83 -0.45
S 1.96 0.08 0.13
N 0.05 -1.82 -0.58
C -1.73 0.40 -0.19
C 1.19 -1.41 -0.46
C 0.61 1.13 0.76
H 1.15 1.93 1.36
H -2.33 0.67 0.60
H 1.99 -2.11 -0.98
H -2.40 0.25 -1.06
H 0.05 0.60 1.51
*
```

Properties
Kohn-Sham gap ... 9.094 eV
SMILES ... C1=NSCSCS1
Molecular weight ... 151.28 u
Energy above the lowest of the compared OMol25 structures with the same formula, charge and spin ... 40.6 kcal/mol

These are the Löwdin partial charges, in e, on atoms 1 to 4:
1 S 0.831
2 S 0.779
3 S 0.833
4 N -0.286

(10)
# C4H8NO2

An isolated ion of composition C4H8NO2 and charge -1 at a distorted geometry (wB97M-V/def2-TZVPD, OMol25).

```
! RIJCOSX wB97M-V def2-TZVPD def2/J DEFGRID3
* xyz -1 1
O 2.53 0.38 0.51
O 1.75 1.74 -1.14
N 0.79 -1.47 -0.69
C -1.96 0.32 0.44
C 0.39 -0.09 -0.43
C 1.70 0.81 -0.31
C -0.49 0.03 0.81
H 1.35 -1.47 -1.55
H -0.10 0.87 1.39
H 1.47 -1.69 0.04
H -1.98 1.09 -0.34
H -2.37 -0.58 -0.04
H -2.56 0.62 1.29
H -0.48 -0.91 1.33
H -0.04 0.34 -1.33
*
```

Properties
Kohn-Sham gap ... 7.679 eV
SMILES ... CC[C@H](N)C(=O)[O-]
Molecular weight ... 102.11 u
Energy above the lowest of the compared OMol25 structures with the same formula, charge and spin ... 10.8 kcal/mol

These are the Löwdin partial charges, in e, on atoms 1 to 4:
1 O -0.086
2 O -0.082
3 N 0.015
4 C -0.121

(11)
# C28H32NO9PSV

C28H32NO9PSV as an isolated structure at a distorted geometry (wB97M-V/def2-TZVPD, OMol25).

```
! RIJCOSX wB97M-V def2-TZVPD def2/J DEFGRID3
* xyz -1 3
V -0.02 0.70 0.72
S 1.41 -1.17 2.31
P 0.41 -1.31 -0.65
O -1.77 0.74 -0.30
O 1.11 1.22 -0.79
O -3.84 1.46 -0.56
O 2.12 -1.22 3.57
O -0.01 -1.45 2.40
O 1.71 0.05 1.54
O -0.70 1.18 2.07
O 1.29 3.77 1.34
O 1.94 2.11 -2.66
N -0.73 3.20 -0.77
C 1.97 -2.57 1.32
C 0.76 -0.67 -3.35
C 1.69 -3.82 -0.70
C 2.79 -3.55 1.83
C -0.12 4.50 -0.52
C -1.99 0.29 3.84
C -2.37 -3.61 -2.67
C 0.26 4.64 0.96
C -2.04 -2.41 -0.19
C -2.64 1.65 -0.45
C 0.15 1.60 4.21
C -3.20 -3.12 -0.47
C -1.21 -2.91 -2.39
C 1.38 -1.11 -2.18
C -1.04 -2.30 -1.16
C -0.33 2.63 -2.04
C 2.76 -1.22 -2.15
C 1.05 1.93 -1.84
C 3.07 -4.68 1.07
C 2.89 -0.58 -4.46
C 2.51 -4.81 -0.19
C 1.41 -2.69 0.06
C 3.51 -0.96 -3.28
C -1.93 2.76 3.40
C -2.15 3.13 -0.53
C -3.37 -3.71 -1.71
C -1.11 1.45 3.35
C 1.52 -0.42 -4.48
H -0.63 4.47 1.57
H 2.71 -5.69 -0.78
H 0.79 4.57 -1.12
H 1.26 -3.92 -1.69
H -1.90 -1.91 0.76
H -2.84 0.16 3.16
H -1.05 1.85 -2.32
H -0.31 -0.50 -3.36
H 3.72 -5.45 1.46
H -3.98 -3.20 0.27
H -0.27 3.36 -2.85
H -1.28 3.61 3.25
H -0.10 1.89 5.23
H 1.03 -0.07 -5.38
H 0.70 0.67 4.21
H 1.13 2.89 0.92
H -2.39 3.61 0.41
H -0.45 -2.83 -3.15
H 3.26 -1.48 -1.22
H 3.19 -3.41 2.82
H 0.63 5.65 1.16
H -2.69 2.73 2.62
H -0.80 5.32 -0.80
H -1.40 -0.62 3.83
H 0.79 2.37 3.77
H 4.59 -1.03 -3.24
H 3.48 -0.39 -5.35
H -2.50 -4.07 -3.64
H -4.28 -4.24 -1.95
H -2.74 3.61 -1.33
H -2.36 0.48 4.85
H -2.41 2.86 4.37
*
```

Properties
Kohn-Sham gap (spin up / spin down) ... 7.541 / 8.586 eV
<S²> ... 2.0104
Molecular weight ... 640.55 u
Energy above the lowest of the compared OMol25 structures with the same formula, charge and spin ... 50.7 kcal/mol

These are the Löwdin partial charges, in e, on atoms 1 to 4:
1 V 0.843
2 S 0.485
3 P 1.149
4 O -0.129

(12)
# C4H5ClN2O

A 2-piece molecular cluster, C4H5ClN2O overall at a distorted geometry (wB97M-V/def2-TZVPD, OMol25).

```
! RIJCOSX wB97M-V def2-TZVPD def2/J DEFGRID3
* xyz 0 1
Cl 0.88 -1.58 1.38
O -1.07 -1.59 -1.67
N 1.13 0.70 -1.56
N 2.50 1.45 0.30
C 1.91 0.98 -0.63
C -0.65 -0.95 -0.79
C -0.79 -0.86 0.67
C -0.94 0.57 0.98
H -0.28 0.92 1.84
H -0.57 0.93 0.00
H -1.52 -1.62 0.93
H -2.01 0.84 0.91
H 1.42 0.20 -2.37
*
```

Properties
Kohn-Sham gap (spin up / spin down) ... 8.441 / 6.402 eV
Molecular weight ... 132.55 u
Energy above the lowest of the compared OMol25 structures with the same formula, charge and spin ... 109.8 kcal/mol

These are the Löwdin partial charges, in e, on atoms 1 to 4:
1 Cl 0.549
2 O 0.200
3 N 0.114
4 N 0.113